C48H33BrClMoN13O5 | ωB97M-V with the def2-TZVPD basis set

The geometry in XYZ format:
```
102
Properties=species:S:1:pos:R:3:lowdin_spin:R:1
Mo -0.3994 -0.1292 0.3146 1.1432
C 0.9533 5.7609 4.6357 -0.0130
C 0.9041 4.5204 3.8003 -0.0787
C 1.9764 4.0383 3.1792 0.0012
C 1.8756 2.8934 2.3083 -0.1290
C 0.7947 2.0932 2.2244 0.0321
N 0.8250 1.0621 1.2768 -0.1763
C 2.1425 0.7277 0.7693 -0.0055
C 2.8473 -0.2098 1.5253 0.0073
C 4.0649 -0.7101 1.1264 -0.0036
C 4.6240 -0.2802 -0.0767 0.0134
C 5.9072 -0.8729 -0.5851 0.0023
C 3.9591 0.6939 -0.7997 -0.0035
C 2.7432 1.2383 -0.3824 0.0111
N 2.1724 2.2836 -1.1388 0.0017
C 2.5317 2.7290 -2.3783 0.0014
C 1.6721 3.7393 -2.7018 0.0010
C 0.8160 3.8511 -1.5826 0.0022
N 1.1255 2.9790 -0.6510 -0.0031
C -0.3424 2.3335 3.2292 0.0420
C -0.4303 3.8542 3.5812 0.0047
N -2.1447 0.5179 2.9020 0.0216
C -3.1988 -0.0550 3.5293 0.0586
C -3.2367 -1.3885 3.1901 0.0238
C -2.1475 -1.5637 2.3500 0.0647
N -1.4726 -0.4196 2.1979 0.0099
H 1.9129 6.2617 4.5203 0.0000
H 0.8192 5.5342 5.6960 -0.0047
H 0.1630 6.4612 4.3544 -0.0030
H 2.9355 4.5342 3.2644 0.0026
H 2.7216 2.7003 1.6664 -0.0055
H 2.3803 -0.5679 2.4355 0.0009
H 4.5688 -1.4550 1.7287 -0.0006
H 6.6206 -1.0163 0.2263 0.0004
H 6.3675 -0.2404 -1.3422 0.0001
H 5.7214 -1.8503 -1.0350 0.0009
H 4.4158 1.0492 -1.7123 -0.0005
H 3.3392 2.3021 -2.9426 0.0000
H 1.6539 4.3051 -3.6151 0.0000
H -0.0073 4.5273 -1.4197 0.0002
H -0.9638 4.3991 2.7944 -0.0030
H -3.8088 0.5091 4.2096 0.0026
H -3.9544 -2.1222 3.5052 0.0005
H -1.8282 -2.4468 1.8234 0.0029
Br 6.3168 -12.0348 3.9386 0.0005
C 5.4922 -10.4860 3.2375 0.0018
C 5.0756 -9.4860 4.1077 -0.0003
C 4.4725 -8.3509 3.5986 0.0016
C 4.2932 -8.2226 2.2271 -0.0001
C 4.7232 -9.2211 1.3683 0.0017
C 5.3217 -10.3677 1.8696 -0.0004
N 3.6873 -7.0774 1.5931 0.0111
N 3.1139 -6.3040 2.3850 -0.0032
C 2.5130 -5.1303 1.8186 0.0131
C 1.6688 -4.5141 2.7011 -0.0039
C 0.9459 -3.3542 2.3657 0.0166
C 1.0905 -2.8240 1.1162 -0.0065
O 0.4715 -1.6945 0.7597 0.0342
C 1.9888 -3.4030 0.1639 0.0028
N 2.1118 -2.7593 -1.0232 -0.0031
C 2.9557 -3.2425 -1.8957 0.0037
C 3.7441 -4.3850 -1.6524 -0.0024
C 3.6265 -5.0424 -0.4647 0.0022
C 2.7132 -4.5658 0.5135 -0.0012
H 5.2276 -9.5975 5.1715 -0.0001
H 4.1421 -7.5582 4.2547 0.0001
H 4.5773 -9.0943 0.3040 0.0001
H 5.6545 -11.1533 1.2074 -0.0001
H 1.5686 -4.9516 3.6854 -0.0005
H 0.3050 -2.8741 3.0896 0.0016
H 3.0391 -2.7201 -2.8421 0.0002
H 4.4299 -4.7319 -2.4131 -0.0002
H 4.2132 -5.9222 -0.2594 0.0002
O -5.7362 3.2643 -1.3822 -0.0001
C -5.3036 2.0907 -0.8621 0.0000
O -6.0586 1.1761 -0.7226 -0.0001
C -3.8713 2.0469 -0.4699 0.0000
C -3.0548 3.0642 0.0850 0.0086
Cl -3.4955 4.7007 0.4156 0.0014
N -1.8496 2.6529 0.3986 0.0248
N -1.8250 1.3501 0.0358 0.0008
C -3.0086 0.9663 -0.4940 0.0078
C -3.0652 -0.4746 -0.9238 0.0067
O -3.9514 -0.9597 -1.5659 0.0101
O -1.9740 -1.1158 -0.5200 0.0687
C -1.7849 1.8732 2.9916 0.4247
C -2.8778 2.6710 3.4777 0.0092
C -2.6754 3.5829 4.4395 0.1812
C -1.2556 3.8018 4.8818 0.0294
C -0.6333 2.5757 5.5490 0.0432
C -0.0889 1.7710 4.6433 0.0104
H -5.0213 3.9162 -1.3936 0.0000
H -3.8708 2.4619 3.0954 0.0006
H -3.4838 4.1851 4.8306 0.0117
H -1.1748 4.6997 5.4877 0.0008
H -0.6830 2.3909 6.6121 0.0042
H 0.3686 0.8068 4.8175 0.0008
N 3.1590 -0.6391 -4.9326 0.0112
C 2.1976 -0.3220 -4.3772 0.0025
N 1.0942 0.0851 -3.8028 0.0215
C 0.6963 0.0412 -2.6306 0.0228
N 0.2397 0.1021 -1.5466 0.0043
```

Values from the calculation:
relative energy (zero: lowest compared OMol25 entry of this formula, charge and spin) = 4.448 eV
frontier orbital gap (spin up / spin down) = 0.20766 / 0.24616 hartree
net charge = 0
spin multiplicity = 3

***

C55H87N7O8 | ωB97M-V with the def2-TZVPD basis set

The geometry in XYZ format:
```
157
Properties=species:S:1:pos:R:3:lowdin_spin:R:1
C -3.4001 -1.8246 -5.7677 0.0002
C -4.3101 -1.4008 -4.6342 0.0005
C -3.5769 -0.2377 -3.9983 0.0042
O -2.2772 -0.1210 -4.6831 0.0005
C -1.9823 -1.3375 -5.3669 0.0001
H -3.8125 -1.3783 -6.6727 0.0001
H -3.5348 -2.8969 -5.9098 0.0000
H -4.3370 -2.1604 -3.8529 0.0000
H -5.3669 -1.3005 -4.8819 0.0003
H -3.5466 -0.2094 -2.9091 0.0040
H -4.0956 0.6972 -4.2103 0.0029
H -1.5523 -1.8935 -4.5338 0.0000
H -1.3203 -1.1953 -6.2211 0.0000
C -0.3799 -5.3896 3.3830 0.0000
C -0.7038 -4.5730 2.2244 0.0000
C -2.0903 -3.9612 2.6256 0.0001
O -2.2104 -4.2023 3.9941 0.0000
C -1.0671 -4.8070 4.6050 0.0000
H 0.6813 -5.6349 3.4246 0.0000
H -0.7711 -6.3595 3.0758 0.0000
H -0.8378 -5.1607 1.3163 0.0000
H 0.1218 -3.8867 2.0361 0.0000
H -2.8907 -4.5081 2.1272 0.0000
H -2.1047 -2.9250 2.2876 0.0000
H -1.4586 -5.5546 5.2947 0.0000
H -0.4241 -4.0679 5.0828 0.0000
C -0.7661 4.9017 -5.2905 0.0004
C -2.2242 4.5067 -4.9778 0.0010
C -1.9937 3.2557 -4.0717 0.0047
O -0.9207 3.6823 -3.2913 0.0008
C 0.0224 4.3955 -4.1014 0.0002
H -0.5937 5.9722 -5.4021 0.0002
H -0.4433 4.4035 -6.2046 0.0000
H -2.8961 4.2582 -5.7992 0.0008
H -2.7164 5.2890 -4.4000 0.0003
H -1.8139 2.3321 -4.6218 0.0002
H -2.8363 3.0841 -3.4019 0.0049
H 0.8506 3.7334 -4.3540 0.0000
H 0.5252 5.2122 -3.5834 0.0000
C 2.5078 2.7157 -1.6513 0.0001
C 3.2558 3.5592 -0.5870 0.0000
C 4.6660 3.8433 -1.0541 0.0000
O 4.6641 3.1841 -2.4008 0.0000
C 3.3640 3.0270 -2.9215 0.0000
H 1.5099 3.1505 -1.7062 0.0000
H 2.4219 1.6632 -1.3811 0.0001
H 3.4177 3.0299 0.3520 0.0000
H 2.7078 4.4632 -0.3214 0.0000
H 5.3746 3.3284 -0.4054 0.0000
H 4.9039 4.9037 -0.9697 0.0000
H 3.3105 2.2088 -3.6397 0.0000
H 3.1145 3.9868 -3.3739 0.0000
C -3.1594 -0.1440 4.2445 0.0007
C -4.4942 -0.6703 4.6247 0.0003
C -4.9109 -1.3496 3.3600 0.0005
O -4.3517 -0.5355 2.2987 0.0011
C -3.4255 0.4103 2.8002 0.0025
H -2.4307 -0.9526 4.1884 0.0001
H -2.7435 0.6149 4.9073 0.0001
H -5.1604 0.1069 4.9992 0.0001
H -4.3569 -1.3723 5.4472 0.0000
H -5.9980 -1.2701 3.3621 0.0003
H -4.5125 -2.3618 3.2912 0.0001
H -3.8065 1.4304 2.8473 0.0017
H -2.5013 0.4024 2.2222 0.0004
C 2.3689 -1.2132 -2.9722 0.0001
C 1.6675 -0.7092 -4.1922 0.0000
C 2.7683 -0.8637 -5.2447 0.0000
O 4.0134 -0.4295 -4.5856 0.0000
C 3.8210 -0.7134 -3.1666 0.0000
H 2.3585 -2.3030 -2.9903 0.0000
H 2.1047 -0.8744 -1.9705 0.0000
H 1.2995 0.3168 -4.1879 0.0000
H 0.8167 -1.3220 -4.4901 0.0000
H 2.6372 -0.2457 -6.1330 0.0000
H 2.8999 -1.8732 -5.6341 0.0000
H 3.9058 0.2502 -2.6644 0.0000
H 4.4693 -1.5090 -2.7995 0.0000
C 3.8782 1.3985 3.8225 0.0000
C 2.7745 1.1092 4.8289 0.0000
O 1.6133 1.3408 4.5688 0.0001
N 3.1203 0.6563 6.0353 0.0000
C 4.4532 0.5147 6.6076 0.0000
H 4.6533 2.0165 4.2757 0.0000
H 3.4127 1.8220 2.9326 0.0000
H 4.4510 0.4982 3.5999 0.0000
H 2.3485 0.4258 6.6446 0.0000
H 4.3773 0.2556 7.6636 0.0000
H 5.0549 1.3989 6.3970 0.0000
H 4.9203 -0.3395 6.1175 0.0000
C 0.1821 -0.6066 2.0267 0.0001
C 0.0082 -0.7259 0.4914 0.0003
O 0.2094 -1.7954 -0.0600 0.0002
N -0.4384 0.3425 -0.1616 0.0012
C -0.6195 0.5703 -1.5562 0.0036
H -0.6729 -1.0424 2.5436 0.0000
H 0.1336 0.4166 2.3991 0.0000
H 1.1315 -1.0604 2.3109 0.0000
H -0.4622 1.1826 0.3985 0.0000
H -1.6297 0.9348 -1.7425 0.0032
H -0.6357 -0.3788 -2.0920 0.0002
H 0.1051 1.2803 -1.9548 0.0003
N 4.9108 -2.5733 4.7529 0.0000
C 5.4816 -3.4678 3.9293 0.0000
C 4.7502 -4.2216 2.9605 0.0000
C 3.3943 -4.0726 2.9054 0.0000
C 2.7617 -3.1445 3.7327 0.0000
C 3.5525 -2.3808 4.6365 0.0000
H 6.5535 -3.5803 3.9985 0.0000
H 5.2642 -4.9383 2.3371 0.0000
H 2.7837 -4.6927 2.2659 0.0000
H 1.6968 -2.9643 3.7328 0.0000
H 3.0375 -1.6449 5.2361 0.0000
N -0.3645 3.1080 1.0439 0.0018
C 0.3366 3.5268 2.1312 0.0009
C 0.8376 4.8408 2.2335 0.0011
C 0.7435 5.7196 1.1662 0.0013
C -0.0130 5.3282 0.0450 0.0013
C -0.5603 4.0320 0.0324 0.0022
H 0.4541 2.8676 2.9786 0.0001
H 1.3232 5.1652 3.1420 0.0001
H 1.2516 6.6708 1.2253 0.0000
H -0.0194 6.0489 -0.7593 0.0000
H -1.1680 3.6962 -0.7948 0.0003
N 5.1381 0.6151 0.7851 0.0000
C 4.0202 -0.1385 0.9263 0.0000
C 4.0646 -1.5400 0.6728 0.0000
C 5.2667 -2.1812 0.3111 0.0000
C 6.3830 -1.3636 0.2740 0.0000
C 6.2431 -0.0030 0.4881 0.0000
H 3.0984 0.3768 1.1523 0.0000
H 3.1414 -2.0923 0.7690 0.0000
H 5.2341 -3.2607 0.3120 0.0000
H 7.3423 -1.8351 0.1191 0.0000
H 7.1142 0.6328 0.4311 0.0000
N -5.8105 0.9156 -0.6883 0.2629
C -4.4719 0.9661 -0.3019 0.1406
C -3.6587 2.0820 -0.3916 0.0626
C -4.1927 3.2132 -0.9773 0.2537
C -5.5477 3.1845 -1.4875 0.1191
C -6.3137 2.0033 -1.3377 0.0570
H -4.0940 0.1126 0.2414 0.0088
H -2.6681 2.0731 0.0387 -0.0024
H -3.7223 4.1853 -0.9837 0.0267
H -5.9930 4.0356 -1.9812 0.0095
H -7.2977 1.8829 -1.7663 0.0023
N -3.3278 -4.4559 -2.1127 0.0005
C -4.5975 -4.8828 -2.0317 0.0009
C -5.5550 -4.3874 -1.1649 0.0003
C -5.1053 -3.3883 -0.2699 0.0010
C -3.7974 -2.9234 -0.3151 0.0015
C -2.9780 -3.4992 -1.2371 0.0005
H -5.0037 -5.5428 -2.7839 0.0001
H -6.6019 -4.6365 -1.0736 0.0000
H -5.7684 -2.8871 0.4196 0.0000
H -3.4281 -2.1900 0.3864 0.0009
H -1.9336 -3.2294 -1.2886 0.0001
```

Values from the calculation:
frontier orbital gap (spin up / spin down) = 0.06823 / 0.22805 hartree
net charge = -1
spin multiplicity = 2

***

C25H48F3N2O13S4 | ωB97M-V with the def2-TZVPD basis set

The geometry in XYZ format:
```
95
Properties=species:S:1:pos:R:3:mulliken_charge:R:1
C 2.0396 1.9200 -0.6118 -0.0334
C 1.4239 0.9387 -0.9028 -0.5177
C 0.4143 -0.1643 -0.9428 -0.3427
C 0.9628 -1.5457 -0.4745 -0.6010
C 2.0727 -1.4715 0.6236 -0.5147
C 1.6995 -2.4657 1.7398 0.0843
C 1.9358 -3.8445 1.6395 -0.6050
C 1.4970 -4.6513 2.7378 0.6373
N 1.6824 -6.0325 2.6620 -0.5884
C 0.8649 -4.0338 3.8253 -0.3945
N 0.6814 -2.7060 3.8713 -0.0505
C -0.0120 -2.0424 5.0155 -1.0194
C -1.5619 -2.0817 4.6900 0.1017
O -2.3104 -2.5043 5.8165 -0.5776
C -2.0926 -0.7388 4.1557 0.6354
F -1.5854 -0.3823 2.9564 -0.2332
F -3.4239 -0.8534 3.9832 -0.2366
F -1.8420 0.2593 5.0209 -0.2334
C 1.0773 -1.9168 2.8677 -0.1208
H 2.6254 2.7473 -0.2443 0.4596
H -0.4924 0.0531 -0.3570 0.3215
H 0.1030 -0.2744 -2.0060 0.1513
H 0.1043 -2.0856 -0.0268 0.3715
H 1.2879 -2.1890 -1.3116 0.3825
H 2.1567 -0.4915 1.1189 0.0140
H 3.0656 -1.7196 0.2123 0.5727
H 2.4242 -4.2643 0.7573 0.4752
H 2.5603 -6.2475 2.2030 0.2840
H 1.6281 -6.4327 3.5931 0.2613
H 0.4858 -4.6109 4.6718 0.4239
H 0.3817 -1.0157 5.0299 0.3038
H 0.2222 -2.6247 5.9158 0.4231
H -1.7208 -2.8635 3.9274 0.5059
H -2.3250 -1.7315 6.4064 0.4037
H 0.9137 -0.8371 2.9294 0.3045
O 0.7359 -0.6661 -4.1296 -0.5683
S 0.8656 -0.7086 -5.5603 1.1109
O -0.1472 -0.1677 -6.4119 -0.6149
O 1.1661 -2.2147 -6.0043 -0.2972
C 0.2346 -3.2395 -5.6159 -0.1844
C -1.0599 -3.1682 -6.4037 -1.0469
C 2.4155 -0.0157 -6.0267 -1.0458
H 0.0459 -3.1880 -4.5409 0.1663
H 0.7247 -4.1920 -5.8135 0.3094
H -1.6036 -2.2484 -6.1914 0.3038
H -1.7105 -4.0062 -6.1497 0.3991
H -0.8590 -3.1855 -7.4751 0.2703
H 3.2001 -0.4437 -5.4075 0.4035
H 2.3543 1.0586 -5.8649 0.3599
H 2.5920 -0.2206 -7.0796 0.3566
O 3.3895 1.5079 3.2746 -0.6130
S 3.0202 2.2748 4.4300 1.2563
O 2.5408 1.6324 5.6190 -0.6183
O 1.9688 3.3934 3.9867 -0.2778
C 0.7744 2.9436 3.3280 -0.3648
C -0.1801 2.2636 4.2901 -0.2651
C 4.3406 3.3545 4.8692 -1.0792
H 1.0323 2.2859 2.4937 0.1441
H 0.2957 3.8257 2.9060 0.3388
H 0.2507 1.3484 4.6921 -0.2434
H -1.1059 2.0046 3.7840 0.3704
H -0.4060 2.9127 5.1368 0.2972
H 4.6900 3.8711 3.9788 0.3345
H 5.1356 2.7383 5.2849 0.3951
H 3.9850 4.0579 5.6180 0.3618
O -9.0841 -0.4320 4.8042 -0.6325
S -8.6382 0.1708 6.0229 1.2224
O -8.6423 1.5906 6.1968 -0.6071
O -7.1771 -0.3893 6.3692 -0.2885
C -6.1425 -0.2253 5.3870 -0.1776
C -5.6784 1.2173 5.2891 -1.0238
C -9.4918 -0.5579 7.3825 -0.9428
H -6.4772 -0.5991 4.4168 0.3317
H -5.3092 -0.8505 5.7048 0.0812
H -6.4737 1.8656 4.9242 0.4099
H -4.8361 1.3045 4.6014 0.3247
H -5.3793 1.5925 6.2690 0.2727
H -9.4667 -1.6401 7.2812 0.3196
H -10.5184 -0.1990 7.3463 0.3770
H -9.0186 -0.2386 8.3077 0.3171
O 3.7553 2.5948 -7.8866 -0.6433
S 3.0257 3.1642 -8.9841 1.2653
O 2.3508 2.3439 -9.9417 -0.6124
O 3.9691 4.1972 -9.7518 -0.2842
C 5.2251 3.7197 -10.2709 -0.3238
C 5.0437 2.8365 -11.4909 -0.9831
C 1.8672 4.3353 -8.3555 -0.9707
H 5.7824 3.2019 -9.4875 0.3042
H 5.7995 4.6025 -10.5471 0.2770
H 4.5156 1.9171 -11.2405 0.3015
H 6.0114 2.5610 -11.9118 0.3846
H 4.4568 3.3496 -12.2533 0.2640
H 2.3695 4.9900 -7.6475 0.3160
H 1.0796 3.7728 -7.8570 0.3745
H 1.4520 4.9000 -9.1863 0.3393
```

Values from the calculation:
frontier orbital gap = 0.29984 hartree
net charge = +1

***

no.,DFT total energy (hartree),molecular weight (g mol⁻¹)
1,-6039.294569,1083.2
2,-3132.935999,974.3
3,-3961.037640,769.9